{"formula": "C8H34Na5O11", "method": "wB97M-V/def2-TZVPD", "total_energy_ha": -1963.3074, "orbital_gap_ev": 1.62, "charge": 3, "elements": ["Na", "Na", "Na", "Na", "Na", "O", "C", "C", "O", "H", "H", "H", "H", "O", "H", "H", "O", "H", "H", "O", "H", "H", "O", "H", "H", "O", "H", "H", "O", "H", "H", "O", "H", "H", "C", "C", "C", "O", "H", "H", "H", "H", "H", "H", "H", "H", "C", "C", "C", "O", "H", "H", "H", "H", "H", "H", "H", "H"], "positions_angstrom": [[-1.6583, -3.9752, -1.3377], [1.3685, -3.7666, -0.1140], [0.6080, -3.5333, 3.3624], [3.5327, -3.7471, 1.9535], [2.6049, -0.9308, 3.8324], [0.1109, -1.9459, -1.4793], [0.4974, -0.8099, -0.7565], [0.7749, -0.9178, 0.8979], [1.6099, -1.8577, 1.5789], [-0.3872, -0.1804, -0.8534], [1.2874, -0.3271, -1.3317], [-0.2539, -0.9069, 1.2576], [1.1512, 0.0854, 1.0982], [-1.6174, -1.1960, -3.7492], [-1.9404, -2.0968, -3.7328], [-1.0535, -1.1291, -2.9786], [2.3918, 2.8405, 1.0538], [2.2400, 3.4737, 0.3521], [1.5175, 2.6354, 1.3852], [-2.9402, -0.4769, -0.4820], [-2.8732, 0.2922, 0.0838], [-2.1209, -0.4831, -0.9768], [3.6018, 0.5128, -2.0996], [2.7639, 0.0995, -1.8917], [4.1044, -0.1720, -2.5408], [-2.5895, -2.9402, 0.9621], [-2.6641, -2.1025, 0.5051], [-3.4805, -3.1357, 1.2520], [1.7379, -2.5325, -3.7800], [2.6215, -2.1858, -3.6560], [1.2758, -2.3060, -2.9729], [3.8678, 0.0227, 1.3498], [4.4893, -0.6973, 1.4580], [3.0241, -0.4075, 1.2110], [-2.5438, 0.0052, 3.6684], [-3.9456, 0.5967, 3.9566], [-4.2676, 0.7456, 5.3880], [-4.0451, 1.8655, 3.4279], [-2.4069, -0.2471, 2.6169], [-2.3335, -0.8660, 4.2889], [-1.7679, 0.6941, 4.0024], [-4.7070, -0.0330, 3.4963], [-5.2650, 1.1685, 5.5074], [-3.5547, 1.3795, 5.9153], [-4.2083, -0.2142, 5.9013], [-3.5698, 2.5421, 3.9158], [0.8903, 1.4729, -4.2935], [1.7432, 2.6783, -3.7978], [1.5633, 2.9098, -2.2616], [3.0327, 2.3255, -4.0965], [-0.1007, 1.4972, -3.8401], [1.2636, 0.5398, -3.8715], [0.8008, 1.2605, -5.3588], [1.5568, 3.6202, -4.3138], [2.3817, 3.5718, -1.9787], [1.7872, 1.9921, -1.7178], [0.5658, 3.3049, -2.0693], [3.5281, 1.9881, -3.3466]], "forces_ev_per_a": [[-0.4, 0.9, -0.2], [-0.6, 1.3, -1.3], [-1.2, 0.4, -0.1], [0.8, 0.4, -0.3], [0.2, 1.4, -0.5], [0.5, -2.2, 1.5], [-0.3, -1.5, 0.3], [-1.2, 1.4, -2.0], [0.7, -2.5, 0.8], [0.4, 1.0, 0.9], [0.2, 0.2, 0.6], [0.0, -0.5, 0.5], [0.2, 0.2, 0.1], [-0.4, 0.2, 0.0], [-0.1, -0.1, -0.3], [0.6, -0.1, 0.2], [0.1, -0.6, 0.3], [0.0, 0.3, -0.3], [-0.3, 0.3, 0.1], [0.1, -0.8, 0.4], [-0.3, 0.5, 0.2], [0.1, 0.1, -0.6], [0.4, -0.3, 0.6], [-0.2, 0.1, -0.2], [0.3, -0.1, -0.3], [0.9, -1.2, -0.1], [-0.3, 1.3, -0.4], [-0.4, -0.1, 0.2], [0.3, -0.5, 0.0], [0.3, 0.1, -0.4], [-0.7, 0.4, 0.5], [-0.1, 0.0, 1.1], [0.6, 0.0, -0.3], [-0.4, -0.1, -0.5], [0.0, -0.1, 0.6], [0.9, -0.1, 0.2], [0.0, -1.0, 1.7], [-0.3, 1.0, -2.3], [0.0, 0.1, -0.1], [-0.4, -0.5, 0.0], [0.0, 0.5, -0.3], [0.0, 0.1, -0.3], [0.1, -0.1, 0.0], [0.1, 0.3, -0.1], [-0.3, -0.1, 0.2], [0.1, -0.2, 0.4], [-0.9, 0.2, 0.9], [-1.1, -1.3, 0.7], [0.5, -0.2, -1.3], [2.3, 0.4, -0.8], [-0.5, 0.4, -0.4], [0.7, 0.0, 0.1], [0.2, 0.6, 0.0], [-0.5, -0.1, -0.1], [-0.3, 0.5, 0.2], [-0.5, -0.1, 0.0], [0.2, 0.0, 0.3], [-0.3, 0.0, 0.1]]}